Run i
Entry from the OMol25 dataset: C5H11N as an isolated structure (wB97M-V/def2-TZVPD).

Values from the calculation:
total charge = +1
2S+1 = 2

Atoms and positions in Å:
N -1.690 0.364 -1.228
C -0.222 0.328 -1.645
C 0.659 1.180 -0.782
C 0.316 0.716 0.625
C 0.542 -0.729 0.838
C 0.380 -1.535 2.149
H -2.353 -0.285 -1.725
H 0.060 -0.710 -1.530
H -0.110 0.529 -2.726
H 0.384 2.234 -0.843
H 1.624 1.003 -1.266
H -0.508 -0.331 0.484
H 0.124 1.584 1.249
H 1.360 -1.233 0.324
H -0.548 -2.105 2.296
H 0.460 -0.786 2.963
H 1.285 -2.207 2.264

Run ii
Entry from the OMol25 dataset: an isolated ion of composition C5H11N and charge +1 (wB97M-V/def2-TZVPD).

Values from the calculation:
total charge = +1
2S+1 = 2

Atoms and positions in Å:
C 1.784 0.269 2.134
C 0.569 0.963 1.560
C -0.569 0.011 1.020
C -0.291 -0.318 -0.472
C -1.080 -0.146 -1.601
N -0.676 -0.810 -2.856
H 1.216 -0.335 2.994
H 2.424 0.825 2.684
H 2.166 -0.532 1.463
H 0.012 1.804 2.165
H 0.781 1.608 0.704
H -0.727 -1.025 1.552
H -1.543 0.450 1.181
H 0.686 -0.810 -0.529
H -1.967 0.530 -1.586
H 0.469 -0.862 -2.838
H -1.264 -0.662 -3.642

Relative energies, kcal/mol: run i 58.8; run ii 0.0.

Run i
Entry from the OMol25 dataset: C6H12OS in the gas phase (wB97M-V/def2-TZVPD).

Values from the calculation:
total charge = 0

Atoms and positions in Å:
C 1.429 2.042 -0.422
C 0.633 1.284 0.627
C 0.437 -0.147 0.110
C -0.768 -0.601 -0.241
S -2.133 0.498 -0.318
C -3.371 -0.732 -0.035
C 1.488 -1.187 0.342
O 2.726 -1.160 -0.519
H 1.863 2.995 -0.176
H 0.792 2.083 -1.341
H 2.232 1.353 -0.855
H 1.065 1.233 1.796
H -0.427 1.712 0.852
H -0.808 -1.726 -0.396
H -3.131 -1.358 -0.937
H -3.169 -1.191 0.997
H -4.435 -0.258 0.072
H 1.791 -1.205 1.464
H 1.346 -2.226 0.350
H 2.441 -1.406 -1.368

Run ii
Entry from the OMol25 dataset: C6H12OS in the gas phase (wB97M-V/def2-TZVPD).

Values from the calculation:
total charge = 0

Atoms and positions in Å:
C 2.644 0.940 0.817
O 3.182 -0.239 0.199
C 2.367 -0.700 -0.813
S 0.887 -1.523 -0.069
C -0.374 -0.338 -0.529
C -1.616 -0.235 -0.087
C -2.321 -1.210 0.815
C -2.378 0.996 -0.468
H 3.394 1.366 1.485
H 1.728 0.672 1.382
H 2.431 1.630 0.023
H 2.933 -1.437 -1.406
H 1.925 0.035 -1.543
H 0.129 0.349 -1.263
H -1.708 -2.061 1.051
H -3.252 -1.544 0.404
H -2.617 -0.720 1.755
H -3.200 0.841 -1.147
H -2.553 1.611 0.412
H -1.601 1.567 -1.018

Relative energies, kcal/mol: run i 29.4; run ii 0.0.

Run i
Entry from the OMol25 dataset: a 3-piece molecular cluster, C20H22N2O3 overall (wB97M-V/def2-TZVPD).

Values from the calculation:
total charge = 0

Atoms and positions in Å:
O 4.313 -3.103 -1.448
C 3.409 -2.898 -0.596
C 3.685 -1.747 0.457
C 2.648 -1.436 1.353
C 1.258 -2.223 1.224
O 0.311 -1.728 1.895
C 1.050 -3.492 0.302
C -0.226 -4.440 0.319
C -1.579 -3.687 -0.182
C -2.474 -3.144 1.021
C -3.397 -1.884 0.666
O -3.185 -1.326 -0.650
C 2.112 -3.805 -0.599
H 4.667 -1.189 0.505
H 2.735 -0.620 2.149
H -0.026 -5.252 -0.472
H -0.368 -4.990 1.306
H -1.232 -2.899 -0.920
H -2.182 -4.484 -0.732
H -3.193 -4.001 1.301
H -1.905 -2.898 1.972
H -3.238 -1.031 1.422
H -4.489 -2.192 0.737
H -2.774 -0.434 -0.591
H 2.027 -4.694 -1.300
C 3.638 3.724 1.085
C 3.437 3.103 -0.139
C 2.444 2.142 -0.232
N 1.664 1.771 0.796
C 1.879 2.386 1.969
C 2.844 3.361 2.164
H 4.405 4.482 1.198
H 4.039 3.360 -1.002
H 2.247 1.630 -1.169
H 1.236 2.065 2.782
H 2.972 3.825 3.134
C -3.264 4.421 -1.786
C -3.875 3.181 -1.897
C -3.070 2.053 -1.898
N -1.732 2.089 -1.802
C -1.166 3.301 -1.698
C -1.882 4.487 -1.684
H -3.859 5.328 -1.780
H -4.950 3.092 -1.979
H -3.500 1.060 -1.980
H -0.084 3.300 -1.624
H -1.372 5.438 -1.595

Run ii
Entry from the OMol25 dataset: C20H22N2O3 in the gas phase (wB97M-V/def2-TZVPD).

Values from the calculation:
total charge = 0

Atoms and positions in Å:
C 0.749 -6.209 -0.623
O 0.050 -5.080 -0.161
C 0.563 -4.391 0.897
C 1.746 -4.689 1.551
C 2.177 -3.909 2.616
C 1.433 -2.825 3.028
C 0.243 -2.512 2.384
C -0.202 -3.288 1.330
O -1.362 -3.069 0.627
C -2.254 -2.096 1.110
C -1.801 -0.645 0.871
O -2.133 0.251 1.618
N -1.039 -0.547 -0.240
N -0.273 0.466 -0.751
C -0.635 1.678 -0.907
C -1.971 2.288 -0.601
C -1.961 3.115 0.692
C -0.691 3.945 0.828
C -0.359 4.706 -0.456
C 0.453 3.911 -1.441
C 1.385 4.604 -2.209
C 2.213 3.964 -3.110
C 2.135 2.588 -3.248
C 1.217 1.884 -2.499
C 0.359 2.523 -1.599
H 0.158 -6.603 -1.448
H 1.747 -5.944 -0.987
H 0.838 -6.974 0.155
H 2.344 -5.531 1.241
H 3.101 -4.158 3.114
H 1.768 -2.211 3.849
H -0.321 -1.653 2.712
H -3.183 -2.253 0.552
H -2.465 -2.224 2.178
H -0.727 -1.438 -0.617
H -2.724 1.502 -0.515
H -2.239 2.928 -1.446
H -2.836 3.769 0.691
H -2.045 2.438 1.541
H 0.149 3.296 1.086
H -0.823 4.655 1.647
H -1.289 5.039 -0.929
H 0.206 5.607 -0.207
H 1.461 5.676 -2.091
H 2.921 4.534 -3.694
H 2.782 2.070 -3.940
H 1.135 0.814 -2.600

Relative energies, kcal/mol: run i 74.7; run ii 0.0.

Run i
Entry from the OMol25 dataset: a 2-piece molecular cluster, CH3IO2 overall (wB97M-V/def2-TZVPD).

Values from the calculation:
total charge = 0

Atoms and positions in Å:
O -0.327 0.705 0.764
C 0.848 0.841 0.673
I 2.100 -0.765 0.033
H 1.505 1.561 0.998
O -1.380 -1.171 -1.015
H -1.559 -0.798 -0.061
H -1.187 -0.374 -1.392

Run ii
Entry from the OMol25 dataset: a 2-piece molecular cluster, CH3IO2 overall (wB97M-V/def2-TZVPD).

Values from the calculation:
total charge = 0

Atoms and positions in Å:
C -1.252 0.035 -0.272
O -0.865 1.019 0.323
O 1.686 -1.464 0.420
I 2.275 0.227 -0.002
H -2.014 -0.638 0.215
H -0.891 -0.265 -1.287
H 1.060 1.086 0.602

Relative energies, kcal/mol: run i 0.0; run ii 79.0.

Run i
Entry from the OMol25 dataset: C3HN in the gas phase (wB97M-V/def2-TZVPD).

Values from the calculation:
total charge = 0

Atoms and positions in Å:
C -0.989 -0.071 0.297
C -0.002 -0.279 1.007
C 1.051 0.088 0.063
N 2.074 0.308 -0.440
H -2.006 -0.039 0.024

Run ii
Entry from the OMol25 dataset: C3HN in the gas phase (wB97M-V/def2-TZVPD).

Values from the calculation:
total charge = 0

Atoms and positions in Å:
C -0.146 0.055 0.290
C 0.623 0.917 0.602
C -1.207 -1.395 -1.098
N -1.020 -0.914 -0.026
H 1.270 1.668 0.976

Relative energies, kcal/mol: run i 9.6; run ii 0.0.

Run i
Entry from the OMol25 dataset: C26H20Cl2CoF5N7O8 as an isolated structure (wB97M-V/def2-TZVPD).

Values from the calculation:
total charge = -2
2S+1 = 4

Atoms and positions in Å:
Co 8.563 12.147 13.880
Cl 6.023 19.311 14.874
C 6.831 17.784 14.802
C 8.118 17.644 15.159
C 8.816 16.443 15.027
Cl 10.505 16.355 15.534
C 8.178 15.204 14.567
O 8.786 14.111 14.552
C 6.819 15.440 14.157
C 6.095 14.401 13.455
O 6.465 13.279 13.112
C 6.191 16.684 14.255
H 8.663 18.491 15.588
H 5.077 14.696 13.110
H 5.189 16.811 13.895
C 11.114 12.747 16.410
C 11.253 11.623 15.389
N 10.395 11.238 14.437
C 10.969 10.211 13.760
C 12.188 9.945 14.338
N 12.338 10.837 15.367
C 13.246 8.882 14.102
O 13.146 8.159 13.064
O 14.193 8.879 14.912
C 10.308 9.475 12.661
O 11.041 8.659 12.004
O 9.110 9.652 12.464
H 10.561 13.585 16.016
H 12.092 13.096 16.773
H 10.591 12.357 17.234
H 13.066 10.789 16.050
H 12.054 8.473 12.471
F 8.143 12.382 6.743
C 8.308 12.567 8.050
C 7.588 11.788 8.930
F 6.589 10.992 8.508
C 7.833 11.860 10.304
F 7.010 11.251 11.175
C 8.912 12.616 10.823
O 9.229 12.659 12.065
C 9.532 13.469 9.880
F 10.497 14.335 10.295
C 9.233 13.443 8.547
F 9.936 14.278 7.753
C 6.284 7.350 14.928
C 5.811 8.706 14.364
C 5.320 8.563 12.933
C 4.670 9.220 15.233
N 6.990 9.517 14.451
N 6.849 10.854 14.057
H 5.454 6.660 15.057
H 6.782 7.473 15.888
H 7.002 6.863 14.231
H 4.435 7.944 12.852
H 6.077 8.143 12.281
H 5.038 9.522 12.545
H 3.871 8.453 15.259
H 4.175 10.119 14.846
H 5.014 9.403 16.275
H 7.715 9.110 13.860
H 6.184 11.361 14.711
H 6.473 10.953 13.113
O 8.111 12.144 16.148
N 6.977 11.932 16.694
C 6.952 11.961 18.009
C 5.711 11.809 18.666
N 4.694 11.696 19.204
C 8.066 12.213 18.807
N 9.064 12.380 19.316

Run ii
Entry from the OMol25 dataset: C26H20Cl2CoF5N7O8 as an isolated structure (wB97M-V/def2-TZVPD).

Values from the calculation:
total charge = -2
2S+1 = 4

Atoms and positions in Å:
Co 9.735 11.640 9.503
Cl 5.852 18.008 9.885
C 6.855 16.564 10.043
C 7.236 16.159 11.322
C 8.053 15.078 11.497
Cl 8.576 14.682 13.097
C 8.451 14.214 10.405
O 9.192 13.186 10.640
C 8.002 14.641 9.148
C 8.280 13.881 7.972
O 8.996 12.896 7.873
C 7.202 15.809 8.961
H 6.877 16.702 12.192
H 7.768 14.252 7.039
H 6.817 16.015 7.930
C 11.314 9.013 11.658
C 9.837 9.229 11.610
N 9.117 10.005 10.813
C 7.788 9.738 11.123
C 7.728 8.812 12.127
N 9.029 8.501 12.387
C 6.646 8.121 12.953
O 5.465 8.333 12.593
O 7.107 7.467 13.906
C 6.684 10.456 10.408
O 5.445 10.147 10.717
O 6.907 11.250 9.531
H 11.884 9.933 11.387
H 11.700 8.241 10.993
H 11.616 8.747 12.673
H 9.217 7.879 13.141
H 5.395 9.371 11.373
F 15.831 15.139 10.454
C 14.821 14.285 10.323
C 14.960 12.954 10.666
F 16.151 12.515 11.110
C 13.924 12.069 10.518
F 14.218 10.755 10.896
C 12.635 12.390 10.033
O 11.720 11.477 9.982
C 12.522 13.745 9.662
F 11.358 14.203 9.157
C 13.598 14.635 9.758
F 13.358 15.947 9.387
C 11.129 7.134 6.729
C 9.919 7.984 6.943
C 9.384 8.575 5.639
C 8.793 7.218 7.672
N 10.367 9.107 7.824
N 9.426 10.180 7.922
H 10.988 6.328 6.005
H 11.470 6.686 7.624
H 11.924 7.731 6.296
H 9.177 7.759 4.945
H 10.135 9.221 5.207
H 8.430 9.096 5.768
H 8.437 6.363 7.102
H 7.915 7.916 7.807
H 9.125 6.911 8.667
H 11.180 9.541 7.421
H 8.518 9.809 8.155
H 9.350 10.670 7.035
O 11.523 11.500 7.024
N 12.084 12.499 6.554
C 13.144 12.266 5.748
C 13.882 13.287 5.135
N 14.441 14.213 4.751
C 13.385 10.935 5.326
N 13.522 9.891 4.907

Relative energies, kcal/mol: run i 0.0; run ii 3.5.

Run i
Entry from the OMol25 dataset: C2H6N4S2 in the gas phase (wB97M-V/def2-TZVPD).

Values from the calculation:
total charge = 0

Atoms and positions in Å:
N 0.192 -1.130 0.236
N 0.172 0.270 -0.038
C 1.385 0.924 0.064
N 2.595 0.646 0.084
S 3.412 -0.762 -0.148
C -0.964 1.054 -0.048
N -2.166 0.731 -0.119
S -2.752 -0.866 -0.066
H -0.155 -1.266 1.239
H -0.632 -1.638 -0.314
H 1.181 2.026 0.105
H 2.468 -1.665 -0.495
H -0.656 2.126 -0.187
H -4.081 -0.450 -0.311

Run ii
Entry from the OMol25 dataset: C2H6N4S2 in the gas phase (wB97M-V/def2-TZVPD).

Values from the calculation:
total charge = 0

Atoms and positions in Å:
C 1.487 0.435 0.198
C 0.548 1.010 1.084
N -0.824 0.562 0.931
N -0.120 -1.046 -0.652
N -1.080 -0.077 -0.237
N -1.441 0.751 -1.355
S 3.009 0.401 -0.327
S 0.113 -2.490 0.268
H 1.022 0.622 1.985
H 0.732 2.093 1.217
H -1.155 -0.121 1.622
H -0.566 0.936 -2.029
H -2.208 0.237 -1.836
H 0.484 -3.316 -0.871

Relative energies, kcal/mol: run i 0.0; run ii 87.0.

Run i
Entry from the OMol25 dataset: a 14-piece molecular cluster, C5H35NO15 overall (wB97M-V/def2-TZVPD).

Values from the calculation:
total charge = 0

Atoms and positions in Å:
C 0.963 -0.235 2.918
C -0.348 0.415 2.656
N -1.143 -0.049 1.638
C -1.665 -1.511 -0.222
C -0.598 -0.616 0.402
C -0.178 0.472 -0.595
O -0.113 1.650 -0.268
O -0.793 1.301 3.402
H 0.871 -1.283 3.238
H 1.496 0.295 3.707
H 1.620 -0.239 2.046
H -2.036 0.405 1.490
H -1.925 -2.331 0.424
H -2.569 -0.952 -0.475
H -1.306 -1.965 -1.140
H 0.311 -1.198 0.622
H -0.015 0.183 -1.621
H -1.712 -0.481 -2.955
H -0.531 -0.635 -4.013
O -1.264 -1.111 -3.569
H 2.164 1.305 -1.355
H 2.690 0.833 0.027
O 2.292 0.505 -0.799
H 1.887 0.112 -3.288
H 1.429 -1.339 -3.379
O 1.372 -0.491 -3.835
H 2.688 -1.210 -0.950
H 2.087 -2.385 -1.723
O 2.702 -2.190 -0.993
H 0.149 -3.559 1.944
H -0.874 -2.615 2.580
O -0.286 -3.339 2.801
H 1.941 3.614 -1.483
H 0.801 2.560 -1.481
O 1.622 2.842 -1.962
H 2.418 2.234 1.697
H 3.964 2.275 1.488
O 3.217 1.674 1.497
H 0.528 2.955 2.631
H 0.496 2.648 1.094
O 0.971 3.140 1.785
H -2.097 2.334 2.995
H -2.344 3.686 2.283
O -2.802 2.887 2.561
H 0.610 -3.604 -3.189
H -0.254 -2.311 -2.960
O 0.538 -2.845 -2.605
H -2.584 1.640 -2.661
H -2.754 1.082 -1.256
O -2.219 0.964 -2.072
H -4.862 1.432 0.794
H -3.563 2.119 1.367
O -3.911 1.466 0.683
H 1.671 -3.164 0.188
H 0.381 -3.675 -0.469
O 0.868 -3.699 0.358

Run ii
Entry from the OMol25 dataset: a 14-piece molecular cluster, C5H35NO15 overall (wB97M-V/def2-TZVPD).

Values from the calculation:
total charge = 0

Atoms and positions in Å:
O 1.337 2.086 -0.579
C 0.791 1.124 -1.067
O 0.954 0.760 -2.352
C 0.098 -0.077 -0.409
C 0.596 -0.517 0.926
C -0.009 -1.755 1.591
C -0.872 -2.554 0.972
N -1.276 0.523 -0.340
H 1.372 1.505 -2.866
H 0.196 -0.876 -1.178
H 0.592 0.291 1.651
H 1.683 -0.730 0.830
H 0.242 -1.952 2.619
H -1.324 -2.421 0.018
H -1.101 -3.572 1.322
H -1.331 1.022 0.528
H -2.026 -0.142 -0.253
H -4.481 0.685 -2.445
H -3.180 0.064 -3.266
O -4.101 0.315 -3.238
H 3.768 -2.890 -0.625
H 2.419 -2.491 -0.096
O 3.298 -2.753 0.207
H 0.815 3.824 1.795
H 1.711 4.858 1.271
O 1.602 4.321 2.067
H -3.133 -0.779 1.175
H -3.232 -2.357 0.939
O -3.484 -1.493 0.612
H -0.791 -3.177 -3.667
H -2.275 -3.238 -3.175
O -1.691 -3.421 -3.912
H -1.856 0.629 2.550
H -3.158 1.455 2.116
O -2.668 0.631 2.030
H 3.151 2.528 -3.741
H 2.636 2.859 -2.307
O 2.356 2.776 -3.244
H -2.987 -2.689 -1.003
H -3.266 -3.971 -1.690
O -2.788 -3.636 -0.920
H 4.989 -0.623 2.267
H 3.748 -1.239 2.644
O 4.048 -0.386 2.292
H 4.030 2.079 2.225
H 4.051 1.406 3.501
O 4.567 2.073 3.031
H -2.108 3.842 -0.212
H -2.101 5.365 -0.678
O -2.059 4.759 0.065
H 1.870 -3.379 -2.962
H 1.953 -2.188 -3.855
O 1.349 -2.610 -3.231
H -0.385 2.525 3.849
H -1.349 1.596 4.539
O -1.188 2.011 3.682

Relative energies, kcal/mol: run i 0.0; run ii 98.3.